# 1
Computed, not measured: a molecular structure, C26H22MgN4O6SSe4 in a non-equilibrium geometry, with ωB97M-V/def2-TZVPD.

ΔE to the lowest compared entry with this formula, charge and spin	1.3151	eV
strongest force on any atom	0.023	Eh/bohr
calculated total energy	-323231.1249	eV
charge	-2
orbital gap (spin up / spin down)	0.207 / 0.135	Eh
2S+1	1
LUMO (spin up / spin down)	3.546 / 2.849	eV

CARTESIAN COORDINATES (ANGSTROEM)
Mg (-1.29, 1.12, 0.25)
C (5.95, -0.45, 0.02)
C (4.47, -0.29, -0.31)
C (4.35, 0.33, -1.71)
C (3.82, -1.68, -0.32)
C (3.75, 0.61, 0.69)
C (4.41, 1.27, 1.74)
C (3.74, 2.10, 2.62)
C (2.38, 2.29, 2.45)
S (1.24, 3.27, 3.33)
C (-0.04, 2.75, 2.25)
N (0.36, 1.93, 1.32)
C (1.71, 1.64, 1.41)
C (2.39, 0.81, 0.54)
C (-1.45, 3.19, 2.36)
C (-1.81, 4.20, 3.25)
C (-3.13, 4.61, 3.29)
C (-4.05, 4.01, 2.44)
C (-3.67, 3.00, 1.57)
C (-2.35, 2.53, 1.49)
H (6.42, -1.12, -0.72)
H (6.10, -0.90, 1.00)
H (6.48, 0.50, -0.02)
H (4.82, -0.32, -2.46)
H (4.83, 1.31, -1.75)
H (3.30, 0.46, -2.00)
H (4.34, -2.34, -1.02)
H (2.77, -1.63, -0.62)
H (3.86, -2.13, 0.68)
H (5.48, 1.13, 1.88)
H (4.28, 2.60, 3.42)
H (1.83, 0.34, -0.26)
H (-1.07, 4.68, 3.89)
H (-3.43, 5.41, 3.97)
H (-5.08, 4.35, 2.45)
H (-4.41, 2.58, 0.90)
Se (1.69, 3.55, -1.77)
Se (-0.33, 4.46, -2.06)
Se (-1.88, 2.70, -2.18)
Se (-3.83, 3.88, -2.31)
O (-0.71, -0.19, -1.21)
C (-1.83, -0.79, -1.09)
O (-2.68, -0.33, -0.26)
C (-2.10, -2.05, -1.84)
C (-1.09, -2.56, -2.65)
C (-1.35, -3.77, -3.28)
C (-2.52, -4.48, -3.12)
C (-3.52, -3.95, -2.29)
C (-3.30, -2.71, -1.65)
N (-4.68, -4.66, -2.07)
O (-5.56, -4.17, -1.28)
O (-4.85, -5.78, -2.69)
N (-0.30, -4.36, -4.14)
O (0.72, -3.71, -4.30)
O (-0.55, -5.38, -4.76)
H (-0.16, -2.04, -2.79)
H (-2.68, -5.43, -3.61)
H (-4.07, -2.30, -1.02)
C (-3.10, -1.46, 2.48)
C (-1.69, -1.15, 2.25)
N (-0.59, -0.86, 2.03)
H (-3.45, -0.96, 3.38)
H (-3.23, -2.54, 2.58)
H (-3.66, -1.12, 1.61)

Mulliken atomic charge list, values in e, 5 entries: 0.989 -2.323 2.286 -1.490 -1.581

---

# 2
Computed, not measured: a single C26H22N4O4 molecule in a non-equilibrium geometry, with ωB97M-V/def2-TZVPD.

strongest force on any atom	0.025	Eh/bohr
calculated total energy	-41470.5164	eV
orbital gap	0.305	Eh
2S+1	1
LUMO	0.321	eV

CARTESIAN COORDINATES (ANGSTROEM)
O (0.25, 4.17, -0.31)
C (0.53, 3.07, -0.73)
N (1.70, 2.78, -1.33)
C (2.86, 3.58, -1.04)
C (3.31, 3.35, 0.43)
C (3.22, 1.91, 0.77)
N (2.18, 1.34, 1.31)
C (2.48, 0.01, 1.40)
C (1.73, -1.06, 1.88)
C (2.30, -2.31, 1.85)
C (3.58, -2.52, 1.34)
C (4.35, -1.48, 0.85)
C (3.78, -0.22, 0.88)
N (4.22, 1.02, 0.49)
C (-0.47, 1.95, -0.60)
C (-1.68, 2.31, -0.13)
C (-2.80, 1.44, 0.21)
C (-2.62, 0.31, 1.01)
C (-3.68, -0.54, 1.34)
C (-4.92, -0.21, 0.85)
C (-5.12, 0.93, 0.07)
C (-4.08, 1.77, -0.26)
O (-6.44, 1.03, -0.28)
C (-7.07, -0.08, 0.32)
O (-6.12, -0.86, 1.01)
N (-0.24, 0.58, -0.84)
C (0.74, -0.21, -1.32)
O (1.82, 0.16, -1.76)
C (0.42, -1.66, -1.28)
C (1.50, -2.54, -1.29)
C (1.30, -3.91, -1.22)
C (0.01, -4.42, -1.16)
C (-1.07, -3.55, -1.18)
C (-0.88, -2.18, -1.24)
H (1.88, 1.80, -1.58)
H (3.65, 3.29, -1.73)
H (2.62, 4.64, -1.18)
H (2.61, 3.89, 1.08)
H (4.32, 3.73, 0.58)
H (0.74, -0.90, 2.28)
H (1.74, -3.16, 2.22)
H (3.99, -3.52, 1.34)
H (5.34, -1.64, 0.46)
H (5.10, 1.23, 0.05)
H (-1.84, 3.37, -0.02)
H (-1.65, 0.10, 1.44)
H (-3.54, -1.40, 1.96)
H (-4.24, 2.65, -0.86)
H (-7.84, 0.27, 1.03)
H (-7.56, -0.69, -0.46)
H (-1.06, 0.06, -0.54)
H (2.49, -2.13, -1.34)
H (2.14, -4.58, -1.22)
H (-0.15, -5.48, -1.11)
H (-2.08, -3.94, -1.16)
H (-1.75, -1.54, -1.29)

Mulliken atomic charge list, values in e, 5 entries: -0.721 -0.167 -0.268 -0.902 -0.920

---

# 3
Computed, not measured: a molecular structure, C26H22N7O4Ru in a non-equilibrium geometry, with ωB97M-V/def2-TZVPD.

ΔE to the lowest compared entry with this formula, charge and spin	1.6199	eV
strongest force on any atom	0.045	Eh/bohr
calculated total energy	-48519.9760	eV
orbital gap (spin up / spin down)	0.260 / 0.240	Eh
2S+1	2
LUMO (spin up / spin down)	-0.014 / -0.542	eV

CARTESIAN COORDINATES (ANGSTROEM)
Ru (-1.17, 0.66, -0.60)
C (0.99, -3.65, 4.77)
C (0.86, -2.68, 3.63)
C (1.93, -2.39, 2.79)
C (1.80, -1.52, 1.73)
C (0.59, -0.86, 1.43)
N (0.53, 0.03, 0.36)
C (1.60, 0.94, 0.32)
C (2.23, 1.44, 1.46)
C (3.22, 2.39, 1.38)
C (3.64, 2.93, 0.16)
C (4.68, 4.01, 0.09)
C (3.01, 2.46, -0.98)
C (2.03, 1.48, -0.89)
N (1.38, 1.07, -2.09)
C (1.95, 0.82, -3.27)
C (0.96, 0.71, -4.22)
C (-0.22, 0.90, -3.50)
N (0.03, 1.12, -2.21)
C (-0.48, -1.18, 2.28)
C (-0.35, -2.07, 3.34)
N (-1.76, -0.58, 2.08)
C (-2.66, -0.22, 2.99)
C (-3.85, 0.01, 2.34)
C (-3.57, -0.23, 1.00)
N (-2.29, -0.60, 0.83)
H (2.00, -3.64, 5.18)
H (0.78, -4.67, 4.45)
H (0.29, -3.41, 5.58)
H (2.89, -2.86, 2.97)
H (2.65, -1.32, 1.09)
H (1.90, 1.09, 2.43)
H (3.67, 2.76, 2.30)
H (5.36, 3.96, 0.94)
H (4.21, 5.00, 0.11)
H (5.26, 3.95, -0.82)
H (3.25, 2.87, -1.95)
H (3.03, 0.75, -3.35)
H (1.06, 0.52, -5.27)
H (-1.24, 0.92, -3.85)
H (-1.23, -2.29, 3.94)
H (-2.39, -0.15, 4.03)
H (-4.78, 0.34, 2.77)
H (-4.24, -0.17, 0.16)
O (-4.85, 0.96, -2.40)
C (-3.70, 0.73, -2.07)
O (-2.93, 1.46, -1.35)
C (-3.05, -0.58, -2.51)
C (-3.62, -1.41, -3.46)
C (-2.93, -2.55, -3.84)
C (-1.70, -2.82, -3.25)
C (-1.20, -1.94, -2.30)
N (-1.88, -0.85, -1.95)
H (-4.58, -1.13, -3.87)
H (-3.34, -3.22, -4.58)
H (-1.13, -3.70, -3.52)
H (-0.26, -2.11, -1.80)
O (-0.18, 3.48, -0.29)
N (-0.91, 2.58, 0.05)
O (-1.28, 2.45, 1.22)

Mulliken atomic charge list, values in e, 5 entries: 0.357 -1.546 0.377 -0.934 0.034

---

# 4
Computed, not measured: a molecular structure, C26H23AsAuO7P2S6Te, with ωB97M-V/def2-TZVPD.

ΔE to the lowest compared entry with this formula, charge and spin	0.3916	eV
strongest force on any atom	0.009	Eh/bohr
calculated total energy	-197090.9698	eV
charge	-1
orbital gap	0.241	Eh
2S+1	1
LUMO	1.520	eV

CARTESIAN COORDINATES (ANGSTROEM)
Au (-1.12, 0.24, 0.62)
O (-2.37, -0.56, 3.96)
P (-3.51, -0.23, 2.84)
O (-4.77, 0.18, 3.49)
O (-2.82, 0.76, 1.91)
O (-3.72, -1.64, 2.12)
P (-3.06, -2.48, 0.87)
O (-1.52, -2.72, 1.41)
O (-3.75, -3.78, 0.81)
O (-2.92, -1.57, -0.30)
H (-2.83, -0.82, 4.77)
H (-1.54, -3.47, 2.03)
Te (-0.26, 2.09, 2.79)
C (1.77, 2.59, 2.73)
C (2.72, 1.98, 1.95)
C (4.01, 2.56, 2.08)
C (4.02, 3.60, 2.96)
S (2.48, 3.85, 3.65)
H (2.49, 1.15, 1.29)
H (4.88, 2.22, 1.54)
H (4.86, 4.21, 3.25)
C (-4.44, 1.16, -0.89)
S (-2.99, 2.24, -0.96)
C (-3.32, 3.34, 0.36)
C (-2.38, 3.95, 1.10)
S (-0.66, 3.69, 0.96)
S (-2.97, 5.05, 2.33)
C (-4.65, 4.87, 2.01)
S (-5.84, 5.62, 2.87)
S (-4.97, 3.73, 0.75)
H (-4.14, 0.24, -1.41)
H (-5.29, 1.63, -1.37)
H (-4.63, 0.89, 0.14)
C (3.33, -3.70, 1.54)
C (2.62, -2.71, 2.20)
C (1.77, -1.87, 1.50)
C (1.65, -2.01, 0.12)
C (2.35, -3.01, -0.54)
C (3.19, -3.85, 0.17)
As (0.48, -0.77, -0.81)
C (-0.05, -1.79, -2.35)
C (-0.83, -2.93, -2.15)
C (-1.25, -3.68, -3.23)
C (-0.91, -3.29, -4.52)
C (-0.15, -2.15, -4.73)
C (0.28, -1.40, -3.64)
C (1.74, 0.52, -1.53)
C (3.05, 0.21, -1.84)
C (3.92, 1.20, -2.30)
C (3.47, 2.50, -2.43)
C (2.15, 2.82, -2.12)
C (1.29, 1.84, -1.66)
H (3.98, -4.36, 2.09)
H (2.71, -2.60, 3.28)
H (1.18, -1.12, 2.01)
H (2.22, -3.14, -1.61)
H (3.73, -4.64, -0.35)
H (-1.12, -3.22, -1.14)
H (-1.87, -4.55, -3.07)
H (-1.25, -3.87, -5.37)
H (0.12, -1.84, -5.73)
H (0.88, -0.51, -3.80)
H (3.41, -0.81, -1.72)
H (4.94, 0.95, -2.54)
H (4.14, 3.28, -2.78)
H (1.80, 3.84, -2.21)
H (0.27, 2.09, -1.39)

Mulliken atomic charge list, values in e, 5 entries: 0.969 -0.425 0.451 -0.808 0.260

---

# 5
Computed, not measured: a molecular structure, C26H23BaN5SSe in a non-equilibrium geometry, with ωB97M-V/def2-TZVPD.

ΔE to the lowest compared entry with this formula, charge and spin	0.1972	eV
strongest force on any atom	0.063	Eh/bohr
calculated total energy	-111649.0945	eV
charge	+2
orbital gap	0.255	Eh
2S+1	1
LUMO	-6.071	eV

CARTESIAN COORDINATES (ANGSTROEM)
Ba (0.42, -1.32, -1.35)
C (0.03, -4.32, -4.89)
C (0.70, -4.42, -3.66)
C (1.79, -3.56, -3.37)
C (1.96, -2.39, -4.16)
C (1.19, -2.26, -5.36)
C (0.33, -3.28, -5.76)
H (-0.73, -5.02, -5.16)
H (0.34, -5.17, -2.94)
H (2.38, -3.79, -2.51)
H (2.72, -1.66, -3.95)
H (1.48, -1.44, -6.03)
H (-0.23, -3.13, -6.67)
N (-1.58, 2.73, -0.13)
C (-1.23, 3.15, 1.19)
C (-1.91, 4.16, 1.92)
C (-1.47, 4.43, 3.22)
C (-0.35, 3.84, 3.80)
C (0.40, 2.96, 2.99)
C (-0.05, 2.66, 1.75)
S (0.97, 1.44, 1.02)
N (0.20, 1.16, -0.47)
C (-0.80, 1.90, -0.89)
C (-1.39, 1.71, -2.25)
C (-2.20, 2.73, -2.93)
C (-2.59, 2.51, -4.21)
C (-2.39, 1.24, -4.78)
C (-1.59, 0.32, -4.09)
N (-1.18, 0.54, -2.83)
H (-2.44, 3.15, -0.54)
H (-2.75, 4.70, 1.45)
H (-2.07, 5.16, 3.75)
H (-0.06, 4.11, 4.84)
H (1.39, 2.63, 3.27)
H (-2.40, 3.71, -2.46)
H (-2.98, 3.44, -4.67)
H (-2.79, 1.00, -5.76)
H (-1.42, -0.73, -4.42)
C (3.50, -1.37, 2.50)
N (2.09, -1.71, 2.72)
C (1.30, -2.50, 1.90)
Se (1.79, -3.60, 0.48)
N (0.00, -2.32, 2.29)
C (-0.09, -1.60, 3.48)
C (-1.13, -1.13, 4.23)
C (-0.82, -0.20, 5.22)
C (0.49, 0.29, 5.44)
C (1.58, -0.27, 4.69)
C (1.25, -1.14, 3.68)
H (3.63, -1.26, 1.44)
H (4.12, -2.27, 2.83)
H (3.75, -0.52, 3.11)
H (-0.77, -2.89, 1.95)
H (-2.08, -1.57, 4.08)
H (-1.58, 0.13, 5.90)
H (0.66, 1.04, 6.20)
H (2.63, -0.04, 4.90)

Mulliken atomic charge list, values in e, 5 entries: 1.562 -0.369 0.022 -1.199 -0.543

---

# 6
Computed, not measured: a molecular structure, C26H23Cl3FN3O5RuSi, with ωB97M-V/def2-TZVPD.

strongest force on any atom	0.017	Eh/bohr
calculated total energy	-92792.3282	eV
orbital gap (spin up / spin down)	0.220 / 0.219	Eh
2S+1	1
LUMO (spin up / spin down)	-1.770 / -1.768	eV

CARTESIAN COORDINATES (ANGSTROEM)
Ru (0.45, -2.04, -0.91)
C (2.88, -4.97, 0.82)
C (2.65, -3.78, -0.05)
O (1.76, -3.83, -0.92)
C (3.51, -2.62, 0.14)
C (3.44, -1.48, -0.60)
C (4.42, -0.35, -0.50)
N (2.40, -1.40, -1.49)
N (2.48, -0.64, -2.51)
C (1.28, -0.66, -3.19)
O (0.30, -1.31, -2.74)
C (1.18, 0.05, -4.47)
C (0.01, -0.07, -5.22)
C (-0.12, 0.61, -6.42)
C (0.91, 1.43, -6.87)
C (2.07, 1.55, -6.13)
C (2.21, 0.86, -4.93)
H (1.97, -5.56, 0.88)
H (3.18, -4.67, 1.83)
H (3.67, -5.59, 0.39)
H (4.28, -2.69, 0.89)
H (4.98, -0.42, 0.43)
H (3.89, 0.60, -0.55)
H (5.11, -0.38, -1.34)
H (-0.79, -0.71, -4.85)
H (-1.03, 0.50, -7.00)
H (0.80, 1.97, -7.80)
H (2.88, 2.19, -6.48)
H (3.12, 0.95, -4.35)
C (-4.33, 0.80, 3.47)
C (-2.96, 0.96, 4.12)
C (-2.74, 2.34, 4.72)
C (-2.81, 3.41, 3.64)
C (-1.93, 3.05, 2.47)
C (-1.50, 4.02, 1.59)
C (-0.66, 3.69, 0.53)
F (-0.28, 4.67, -0.30)
C (-0.20, 2.42, 0.34)
C (-0.61, 1.42, 1.23)
C (-0.14, 0.06, 1.05)
O (0.60, -0.21, 0.04)
C (-0.50, -0.88, 2.02)
C (-1.39, -0.51, 3.00)
N (-1.91, 0.71, 3.12)
C (-1.49, 1.73, 2.27)
C (0.08, -2.26, 2.09)
O (0.11, -2.82, 3.17)
O (0.52, -2.75, 0.99)
H (-5.12, 1.07, 4.18)
H (-4.48, -0.24, 3.16)
H (-4.43, 1.42, 2.58)
H (-2.84, 0.21, 4.89)
H (-1.75, 2.36, 5.19)
H (-3.48, 2.52, 5.50)
H (-2.49, 4.37, 4.04)
H (-3.84, 3.53, 3.30)
H (-1.81, 5.05, 1.71)
H (0.45, 2.16, -0.48)
H (-1.70, -1.26, 3.73)
Cl (-2.61, -0.24, -0.93)
Si (-1.89, -2.23, -0.87)
Cl (-2.88, -2.97, 0.83)
Cl (-2.87, -3.14, -2.45)

Mulliken atomic charge list, values in e, 5 entries: 0.086 -1.506 1.487 -0.724 -1.106

---

# 7
Computed, not measured: a molecular structure, C26H23ClFLuNO5S4 in a non-equilibrium geometry, with ωB97M-V/def2-TZVPD.

ΔE to the lowest compared entry with this formula, charge and spin	0.4070	eV
strongest force on any atom	0.054	Eh/bohr
calculated total energy	-131271.7578	eV
charge	-1
orbital gap	0.176	Eh
2S+1	1
LUMO	1.379	eV

CARTESIAN COORDINATES (ANGSTROEM)
Lu (1.40, -1.56, -0.13)
C (-2.29, 3.50, -3.69)
C (-3.29, 2.84, -2.74)
C (-3.91, 3.90, -1.83)
C (-4.88, 3.24, -0.86)
C (-4.13, 2.23, -0.05)
C (-4.47, 1.98, 1.27)
C (-3.76, 1.04, 2.00)
F (-4.09, 0.85, 3.30)
C (-2.75, 0.31, 1.44)
C (-2.38, 0.55, 0.11)
C (-1.29, -0.22, -0.46)
O (-0.66, -1.05, 0.25)
C (-1.01, 0.05, -1.84)
C (-1.70, 1.02, -2.49)
N (-2.65, 1.80, -1.93)
C (-3.05, 1.54, -0.64)
C (0.02, -0.74, -2.68)
O (0.00, -0.55, -3.89)
O (0.79, -1.52, -2.06)
H (-2.74, 4.40, -4.11)
H (-2.02, 2.85, -4.52)
H (-1.39, 3.79, -3.15)
H (-4.08, 2.37, -3.33)
H (-4.44, 4.63, -2.45)
H (-3.13, 4.42, -1.28)
H (-5.69, 2.75, -1.41)
H (-5.33, 3.98, -0.19)
H (-5.28, 2.53, 1.73)
H (-2.21, -0.44, 2.00)
H (-1.46, 1.17, -3.53)
O (2.49, -7.96, -2.64)
C (2.30, -6.94, -2.04)
S (0.71, -6.35, -1.58)
C (1.23, -4.91, -0.70)
C (2.56, -4.67, -0.68)
S (3.37, -3.39, 0.15)
S (3.58, -5.84, -1.53)
S (0.00, -3.99, 0.09)
C (1.00, -3.50, 4.21)
C (1.94, -2.76, 3.26)
O (1.19, -2.11, 2.22)
H (1.57, -3.99, 4.99)
H (0.44, -4.24, 3.66)
H (0.30, -2.80, 4.67)
H (2.66, -3.46, 2.81)
H (2.49, -1.97, 3.78)
H (0.61, -2.82, 1.84)
Cl (0.98, 1.12, 0.98)
C (2.66, 1.51, 1.23)
C (3.04, 2.31, 2.28)
C (4.39, 2.50, 2.54)
C (5.33, 1.82, 1.77)
C (4.93, 1.03, 0.71)
C (3.57, 0.87, 0.36)
C (3.12, 0.11, -0.78)
H (2.28, 2.78, 2.89)
H (4.70, 3.15, 3.35)
H (6.38, 1.92, 2.00)
H (5.67, 0.51, 0.11)
H (3.94, -0.23, -1.41)
H (2.40, 0.69, -1.39)

Mulliken atomic charge list, values in e, 5 entries: 0.866 -1.743 0.454 -1.004 -1.025

---

# 8
Computed, not measured: a single C26H23ClN2OS molecule, with ωB97M-V/def2-TZVPD.

strongest force on any atom	0.015	Eh/bohr
calculated total energy	-55722.2513	eV
orbital gap	0.321	Eh
2S+1	1
LUMO	0.359	eV

CARTESIAN COORDINATES (ANGSTROEM)
C (-1.39, -0.43, -1.67)
N (-0.45, 0.35, -0.89)
C (-1.07, 1.48, -0.22)
C (-1.49, 2.60, -1.17)
C (-0.30, 3.03, -1.98)
C (-0.24, 4.32, -2.51)
C (0.82, 4.72, -3.28)
C (1.85, 3.82, -3.55)
C (1.80, 2.55, -3.02)
C (0.74, 2.14, -2.22)
C (0.74, 0.73, -1.66)
C (2.01, 0.47, -0.80)
C (2.06, 1.21, 0.50)
C (2.70, 2.44, 0.59)
C (2.82, 3.09, 1.81)
C (2.33, 2.51, 2.96)
C (1.67, 1.29, 2.89)
C (1.52, 0.65, 1.66)
N (0.79, -0.54, 1.55)
C (0.83, -1.57, 2.43)
O (1.54, -1.63, 3.41)
C (-0.07, -2.70, 2.05)
S (0.57, -4.32, 2.06)
C (-0.99, -4.98, 1.66)
C (-1.31, -6.31, 1.47)
C (-2.62, -6.64, 1.17)
C (-3.60, -5.65, 1.05)
C (-3.28, -4.32, 1.23)
C (-1.97, -3.97, 1.54)
C (-1.40, -2.68, 1.77)
Cl (-2.35, -1.25, 1.77)
H (-1.74, 0.08, -2.58)
H (-2.25, -0.67, -1.05)
H (-0.92, -1.36, -1.97)
H (-0.35, 1.89, 0.50)
H (-1.93, 1.11, 0.34)
H (-1.89, 3.44, -0.60)
H (-2.28, 2.25, -1.83)
H (-1.05, 5.01, -2.30)
H (0.86, 5.72, -3.69)
H (2.68, 4.11, -4.18)
H (2.59, 1.85, -3.26)
H (0.81, 0.05, -2.51)
H (2.06, -0.60, -0.61)
H (2.88, 0.75, -1.39)
H (3.10, 2.89, -0.30)
H (3.31, 4.05, 1.86)
H (2.44, 3.00, 3.91)
H (1.28, 0.82, 3.78)
H (0.23, -0.60, 0.69)
H (-0.56, -7.07, 1.57)
H (-2.89, -7.67, 1.03)
H (-4.61, -5.93, 0.82)
H (-4.03, -3.55, 1.15)

Mulliken atomic charge list, values in e, 5 entries: -1.268 0.268 -0.721 -1.301 0.799